1.
Computed, not measured: a structure of composition C10H14Cl3MnN5O3S2, with wB97M-V/def2-TZVPD.

⟨S²⟩ = 6.192
gap between HOMO and LUMO (alpha / beta) = 0.2330 / 0.2603 hartree
largest force on an atom = 1.54 eV/A
E_HOMO (alpha / beta) = -4.36 / -4.44 eV

Geometry as ORCA input:
```
! wB97M-V def2-TZVPD RIJCOSX def2/J DEFGRID3
* xyz -1 5
Mn 0.71 -0.28 -0.69
N 2.60 -0.93 -1.34
C 2.47 -1.88 -2.46
C 1.08 -2.55 -2.48
O 0.89 -3.56 -3.15
N 0.20 -1.86 -1.75
C -1.17 -2.28 -1.59
C -1.79 -1.40 -0.48
O -2.76 -1.80 0.16
O -1.22 -0.25 -0.29
H 3.26 -0.18 -1.52
H 2.90 -1.39 -0.49
H 3.24 -2.65 -2.44
H 2.57 -1.33 -3.40
H -1.26 -3.33 -1.31
H -1.76 -2.13 -2.50
C -0.31 1.97 2.86
N 0.46 0.73 2.76
C -0.01 -0.47 2.39
S 1.06 -1.59 1.64
N -1.28 -0.84 2.56
C -2.39 -0.12 3.14
H 0.39 2.77 2.63
H -0.73 2.12 3.85
H -1.10 2.01 2.11
H 1.42 0.89 2.45
H -1.53 -1.67 2.03
H -2.10 0.36 4.07
H -3.16 -0.85 3.37
H -2.81 0.61 2.45
Cl -0.88 4.33 -1.00
C -0.56 3.19 -2.43
Cl -0.69 4.20 -3.88
Cl -1.82 1.96 -2.45
C 0.80 2.61 -2.29
N 1.07 1.95 -1.25
S 2.68 2.16 0.89
C 1.54 1.49 -0.16
*
```


2.
Computed, not measured: a structure of composition C69H80Ge2N3PS6W, with wB97M-V/def2-TZVPD.

⟨S²⟩ = 2.093
gap between HOMO and LUMO (alpha / beta) = 0.2223 / 0.2338 hartree
largest force on an atom = 2.80 eV/A
E_HOMO (alpha / beta) = -6.81 / -6.94 eV

Geometry as ORCA input:
```
! wB97M-V def2-TZVPD RIJCOSX def2/J DEFGRID3
* xyz 0 3
W 1.94 -0.20 0.72
C 1.02 2.38 4.48
C 1.71 1.74 3.31
S 1.03 0.18 2.87
C 2.81 2.23 2.72
C 3.46 3.52 3.13
S 3.68 1.31 1.50
H -0.06 2.30 4.36
H 1.29 3.43 4.58
H 1.30 1.86 5.39
H 3.73 3.50 4.18
H 2.78 4.35 2.96
H 4.36 3.68 2.54
C -4.89 1.90 5.36
C -4.42 2.35 4.00
C -5.18 2.14 2.87
C -4.77 2.58 1.62
C -5.62 2.35 0.41
C -3.54 3.24 1.50
C -2.75 3.44 2.63
C -1.43 4.14 2.51
C -3.20 3.00 3.87
C -3.16 3.86 0.21
C -3.84 5.05 -0.10
C -3.55 5.76 -1.25
C -2.57 5.29 -2.10
C -1.90 4.10 -1.83
C -2.19 3.39 -0.66
Ge -1.15 1.67 -0.37
S 1.04 1.85 -0.18
S -1.51 0.15 -2.06
Ge -1.51 -1.34 -0.35
S 0.55 -2.07 -0.06
S -1.94 0.25 1.25
C -2.78 -2.88 -0.63
C -3.46 -3.42 0.47
C -4.39 -4.43 0.28
C -4.64 -4.91 -0.99
C -3.94 -4.41 -2.07
C -3.00 -3.40 -1.90
C -2.26 -2.91 -3.09
C -2.85 -1.96 -3.93
C -4.22 -1.42 -3.65
C -2.15 -1.52 -5.05
C -0.89 -2.01 -5.35
C -0.12 -1.49 -6.52
C -0.35 -3.00 -4.53
C -1.02 -3.46 -3.41
C -0.44 -4.56 -2.58
C -3.22 -2.91 1.84
C -4.00 -1.86 2.32
C -5.05 -1.21 1.47
C -3.80 -1.42 3.62
C -2.86 -2.01 4.45
C -2.63 -1.48 5.83
C -2.12 -3.08 3.96
C -2.29 -3.54 2.67
C -1.51 -4.73 2.17
C -0.89 3.62 -2.79
C -1.29 2.85 -3.88
C -2.74 2.52 -4.09
C -0.34 2.44 -4.80
C 0.99 2.80 -4.67
C 2.01 2.43 -5.71
C 1.37 3.58 -3.58
C 0.44 4.02 -2.65
C 0.84 4.96 -1.56
H -5.73 1.21 5.27
H -5.22 2.75 5.95
H -4.08 1.41 5.91
H -6.14 1.65 2.96
H -6.50 1.77 0.66
H -5.05 1.80 -0.35
H -5.92 3.29 -0.03
H -1.48 4.93 1.75
H -0.66 3.43 2.19
H -1.13 4.58 3.45
H -2.59 3.18 4.74
H -4.59 5.41 0.59
H -4.08 6.67 -1.47
H -2.30 5.83 -3.00
H -4.92 -4.82 1.13
H -5.38 -5.68 -1.14
H -4.13 -4.79 -3.06
H -4.46 -1.49 -2.59
H -4.96 -1.99 -4.21
H -4.28 -0.38 -3.96
H -2.61 -0.78 -5.68
H -0.79 -1.10 -7.29
H 0.50 -2.27 -6.96
H 0.52 -0.67 -6.20
H 0.62 -3.42 -4.78
H 0.54 -4.85 -2.94
H -1.09 -5.44 -2.60
H -0.35 -4.25 -1.54
H -4.89 -1.40 0.41
H -5.03 -0.14 1.64
H -6.04 -1.58 1.74
H -4.38 -0.59 3.98
H -3.58 -1.27 6.33
H -2.07 -0.55 5.77
H -2.07 -2.19 6.43
H -1.40 -3.56 4.61
H -0.81 -5.07 2.92
H -0.97 -4.47 1.26
H -2.19 -5.55 1.93
H -3.21 2.24 -3.14
H -2.85 1.70 -4.79
H -3.26 3.39 -4.48
H -0.65 1.84 -5.65
H 1.58 1.77 -6.45
H 2.88 1.95 -5.25
H 2.36 3.33 -6.21
H 2.41 3.86 -3.47
H 1.92 5.08 -1.52
H 0.48 4.61 -0.59
H 0.38 5.94 -1.74
C 3.13 -0.64 -3.40
C 2.44 -0.44 -2.22
N 3.04 -0.49 -1.01
C 4.37 -0.73 -0.99
C 5.13 -0.96 -2.13
C 4.49 -0.93 -3.37
C 6.55 -1.31 -2.01
C 7.51 -0.53 -1.50
C 7.30 0.84 -1.08
C 8.18 1.50 -0.22
C 7.86 2.81 0.13
N 6.79 3.42 -0.35
C 6.04 2.73 -1.18
N 6.23 1.48 -1.56
H 2.59 -0.58 -4.34
H 1.37 -0.23 -2.24
H 4.83 -0.74 -0.01
H 5.04 -1.11 -4.28
H 6.80 -2.30 -2.38
H 8.52 -0.91 -1.41
H 9.07 1.03 0.16
H 8.47 3.38 0.82
H 5.18 3.23 -1.60
C 3.30 -4.04 -0.02
C 4.08 -3.45 1.14
P 3.13 -2.08 1.95
C 1.84 -3.01 2.90
C 2.31 -4.21 3.72
C 4.25 -1.50 3.33
C 5.60 -2.17 3.53
H 3.83 -4.91 -0.43
H 3.17 -3.31 -0.82
H 2.31 -4.36 0.29
H 5.04 -3.07 0.80
H 4.28 -4.21 1.90
H 1.06 -3.30 2.19
H 1.39 -2.26 3.56
H 2.58 -5.04 3.08
H 1.50 -4.54 4.37
H 3.16 -3.94 4.35
H 3.66 -1.58 4.25
H 4.42 -0.43 3.15
H 5.51 -3.24 3.70
H 6.09 -1.74 4.40
H 6.26 -2.00 2.67
*
```